# 1
Density functional theory data (wB97M-V/def2-TZVPD) for C5H6N2O2 in the gas phase.

As for the HOMO-LUMO gap: 10.2970 eV. The structure (SMILES) is [H]/N=C(\O)C1=CCNC1=O. As for the lowest unoccupied orbital energy: 0.24 eV. As for the total charge: 0. For the HOMO energy, the calculation gives -10.1 eV.

CARTESIAN COORDINATES (ANGSTROEM)
O  1.2224  0.6349  -0.9856
C  0.2183  1.3242  -1.1828
N  0.0448  2.2540  -2.1386
C  -1.2535  2.8815  -2.0761
C  -1.8895  2.2051  -0.9074
C  -1.0586  1.2714  -0.4128
C  -1.3445  0.2786  0.6206
N  -1.5381  -0.9571  0.6352
H  0.7739  2.5282  -2.7831
H  -1.1757  3.9686  -1.9167
H  -1.8330  2.7203  -2.9988
H  -2.9008  2.4272  -0.5710
O  -0.8195  0.5213  2.1087
H  -0.2188  1.2965  2.0156
H  -1.2084  -1.1284  1.7840



# 2
Density functional theory data (wB97M-V/def2-TZVPD) for a molecular structure, C46H50Cl5N5P2W.

As for the HOMO-LUMO gap (spin up / spin down): 7.2441 / 7.5043 eV. The expectation value of S² is 2.031. As for the lowest unoccupied orbital energy (spin up / spin down): -5.72 / -6.04 eV. As for the total charge: +2. For the HOMO energy (spin up / spin down), the calculation gives -13.0 / -13.5 eV. Its spin multiplicity is 3.

CARTESIAN COORDINATES (ANGSTROEM)
W  -0.4653  -0.6542  -0.4331
C  1.1344  -1.4384  2.2658
C  1.3324  -2.5734  1.2689
N  1.5196  -1.9940  -0.0713
C  2.9060  -1.5292  -0.2635
C  3.2351  -0.1200  0.1557
C  4.5798  0.2149  0.2844
C  4.9161  1.5189  0.6042
C  3.8949  2.4240  0.8403
C  2.5788  1.9991  0.7281
C  1.4574  2.9415  1.0760
N  0.2703  2.2059  1.4559
C  0.2582  1.6677  2.8095
C  -0.4884  0.3299  2.7249
N  0.1704  -0.4851  1.6993
N  2.2539  0.7578  0.3470
H  2.0890  -0.9472  2.4863
H  0.7415  -1.8462  3.1959
H  0.4384  -3.2010  1.2526
H  2.1807  -3.2028  1.5640
H  1.3890  -2.7529  -0.7426
H  3.1588  -1.5854  -1.3235
H  3.5953  -2.2067  0.2561
H  5.3404  -0.5353  0.1397
H  5.9485  1.8193  0.6874
H  4.1094  3.4400  1.1340
H  1.2134  3.5475  0.1971
H  1.8045  3.6400  1.8512
H  -0.5461  2.7869  1.3158
H  -0.2007  2.3411  3.5428
H  1.2868  1.4903  3.1354
H  -1.5368  0.4940  2.4507
H  -0.4789  -0.1765  3.6900
H  0.7275  0.2026  1.1346
C  -3.1588  1.9419  -2.9126
N  -2.1830  1.3203  -2.0293
P  -2.6442  0.6187  -0.5077
C  -3.4985  2.0266  0.3143
C  -4.6504  2.4641  -0.3411
C  -5.2766  3.6320  0.0459
C  -4.7887  4.3597  1.1191
C  -3.7174  3.8699  1.8449
C  -3.0711  2.7134  1.4416
C  -4.1091  -0.4800  -0.5069
C  -4.3164  -0.9204  0.8036
C  -5.3499  -1.7795  1.1106
C  -6.2063  -2.2007  0.1043
C  -6.0156  -1.7594  -1.1926
C  -4.9627  -0.9143  -1.5094
P  -0.6484  2.0759  -1.6030
C  -1.1491  3.8606  -1.6108
C  -1.3238  4.6184  -0.4588
C  -1.7539  5.9317  -0.5283
C  -2.0174  6.5130  -1.7544
C  -1.8408  5.7723  -2.9099
C  -1.4054  4.4635  -2.8421
C  0.4136  2.1971  -3.0969
C  1.6879  2.6541  -2.7698
C  2.6354  2.8710  -3.7489
C  2.3172  2.6276  -5.0754
C  1.0642  2.1398  -5.4066
C  0.1126  1.9170  -4.4253
H  -3.5764  2.8681  -2.5083
H  -3.9661  1.2322  -3.0858
H  -2.7098  2.1701  -3.8757
H  -5.0728  1.8777  -1.1421
H  -6.1483  3.9743  -0.4875
H  -5.2548  5.2894  1.4011
H  -3.3789  4.3943  2.7270
H  -2.2508  2.3416  2.0321
H  -3.6527  -0.5727  1.5883
H  -5.5039  -2.1086  2.1265
H  -7.0274  -2.8622  0.3347
H  -6.6966  -2.0618  -1.9722
H  -4.8312  -0.6212  -2.5401
H  -1.1274  4.2052  0.5160
H  -1.8854  6.4981  0.3807
H  -2.3469  7.5372  -1.8121
H  -2.0409  6.2114  -3.8738
H  -1.2529  3.9156  -3.7590
H  1.9301  2.8293  -1.7313
H  3.6170  3.2271  -3.4790
H  3.0514  2.8078  -5.8440
H  0.8268  1.9316  -6.4386
H  -0.8494  1.5063  -4.6988
C  2.2896  -2.4836  -3.4360
C  0.8391  -2.0096  -3.2576
C  0.2949  -1.7350  -4.6702
C  0.6803  -0.7572  -2.3655
H  2.3658  -3.1078  -4.3232
H  2.6473  -3.0839  -2.6025
H  2.9557  -1.6373  -3.5930
H  0.2603  -2.8491  -2.8397
H  0.9280  -1.0046  -5.1699
H  -0.7254  -1.3614  -4.6578
H  0.3065  -2.6483  -5.2617
H  0.1057  -0.0458  -2.9618
H  1.6573  -0.2854  -2.2172
Cl  -1.6856  -2.6651  2.6773
C  -2.1217  -3.1569  1.0921
C  -1.6964  -2.3980  -0.0045
C  -2.3200  -2.7678  -1.1974
Cl  -2.0457  -1.6159  -2.4400
C  -3.1928  -3.8237  -1.3775
Cl  -3.9013  -4.1248  -2.9037
C  -3.5033  -4.6123  -0.2640
Cl  -4.5706  -5.9379  -0.4131
C  -2.9876  -4.2476  0.9833
Cl  -3.4601  -5.1222  2.3829



# 3
Density functional theory data (wB97M-V/def2-TZVPD) for C7H14 in the gas phase.

As for the HOMO-LUMO gap: 10.2820 eV. The structure (SMILES) is C/C=C/CCCC. As for the lowest unoccupied orbital energy: 1.20 eV. As for the total charge: 0. For the HOMO energy, the calculation gives -9.1 eV.

CARTESIAN COORDINATES (ANGSTROEM)
C  0.9472  2.4940  0.7165
C  -0.2010  2.2280  -0.2480
C  -0.0020  1.1207  -1.2830
C  0.6589  -0.1498  -0.7672
C  -1.0288  -3.2404  0.9745
C  -0.1579  -2.3548  0.1102
C  -0.3328  -1.0532  -0.0314
H  0.7493  3.3997  1.2904
H  1.0479  1.6564  1.4088
H  1.8744  2.6233  0.1572
H  -1.1234  2.0932  0.3353
H  -0.4891  3.1409  -0.7846
H  0.5979  1.5191  -2.1026
H  -0.9520  0.8803  -1.7598
H  1.0843  -0.7226  -1.5852
H  1.4539  0.0644  -0.0620
H  -1.8546  -2.6782  1.3850
H  -0.4086  -3.5150  1.8312
H  -1.3159  -4.1600  0.4759
H  0.5511  -2.8848  -0.5152
H  -1.0990  -0.4613  0.4539



# 4
Density functional theory data (wB97M-V/def2-TZVPD) for a molecular structure, C32H43N10O2PbSbTe.

As for the HOMO-LUMO gap: 6.6608 eV. As for the lowest unoccupied orbital energy: -0.54 eV. As for the total charge: 0. For the HOMO energy, the calculation gives -7.2 eV.

CARTESIAN COORDINATES (ANGSTROEM)
Pb  0.4490  0.3240  -0.1623
C  0.3026  4.7854  -2.2029
C  -1.0168  5.1967  -2.0834
C  -1.9368  4.3453  -1.5023
C  -1.5182  3.0933  -1.0600
N  -0.2433  2.7129  -1.1461
C  0.6433  3.5416  -1.7069
N  -2.5485  2.2215  -0.5980
C  -2.4798  1.5245  0.5886
N  -1.3759  1.2254  1.3171
C  -1.7932  0.6557  2.5022
N  -1.1596  -0.0155  3.3992
C  0.1775  -0.3824  3.4090
C  0.5176  -1.3639  4.3636
C  1.8251  -1.7567  4.5188
C  2.8061  -1.1549  3.7304
C  2.3928  -0.2299  2.7995
N  1.1182  0.1333  2.6009
C  -3.2759  0.7751  2.5956
C  -4.1640  0.4615  3.6037
C  -5.5174  0.6836  3.3605
C  -5.9522  1.1993  2.1399
C  -5.0493  1.5036  1.1276
C  -3.7114  1.2735  1.3814
H  1.0477  5.4072  -2.6797
H  -1.3266  6.1673  -2.4511
H  -2.9791  4.6118  -1.3930
H  1.6593  3.1655  -1.7636
H  -0.2828  -1.7784  4.9614
H  2.0913  -2.5121  5.2488
H  3.8546  -1.3996  3.8430
H  3.1246  0.2499  2.1542
H  -3.8058  0.0614  4.5451
H  -6.2440  0.4511  4.1295
H  -7.0112  1.3652  1.9806
H  -5.3778  1.8948  0.1717
N  2.1876  -2.1629  -0.0060
N  2.0869  -2.6366  -1.3286
C  0.8268  -2.5835  -1.9913
O  0.7709  -3.2075  -3.0570
O  -0.0971  -1.8671  -1.4632
H  3.1554  -1.9755  0.2031
H  1.8258  -2.8264  0.6704
H  2.5495  -3.5111  -1.5148
Te  -2.3840  0.2185  -1.4854
C  2.6058  -0.4216  -5.7073
C  1.4377  -0.8307  -4.8372
N  1.4688  -0.0217  -3.6211
C  2.6225  0.3029  -2.9578
N  2.5289  0.7848  -1.7460
C  3.7390  1.1940  -1.0616
C  4.9307  0.3504  -1.4786
C  5.0638  0.4535  -2.9839
N  3.7963  0.1492  -3.6398
C  3.8738  -0.5934  -4.8975
H  2.5001  0.6254  -6.0047
H  2.6498  -1.0370  -6.6052
H  1.4776  -1.8950  -4.5980
H  0.4899  -0.6387  -5.3370
H  0.6556  -0.1112  -3.0279
H  3.5666  1.1092  0.0168
H  3.9604  2.2536  -1.2558
H  4.7457  -0.6914  -1.2009
H  5.8500  0.6849  -0.9959
H  5.8120  -0.2480  -3.3523
H  5.3941  1.4601  -3.2587
H  4.0392  -1.6584  -4.6959
H  4.7374  -0.2211  -5.4481
C  -2.2150  -4.3189  3.7535
C  -2.8949  -4.1574  2.3894
Sb  -1.6478  -3.0743  0.9760
C  -0.3412  -4.7686  0.5623
C  -0.9510  -6.1144  0.1682
C  -3.0904  -3.1890  -0.6401
C  -3.7889  -4.5227  -0.9077
H  -2.8325  -4.8986  4.4446
H  -2.0254  -3.3457  4.2145
H  -1.2541  -4.8360  3.6642
H  -3.8211  -3.5830  2.4902
H  -3.1605  -5.1316  1.9751
H  0.2361  -4.8714  1.4882
H  0.3488  -4.4334  -0.2154
H  -1.7991  -6.3874  0.8008
H  -0.2077  -6.9122  0.2569
H  -1.2915  -6.1013  -0.8659
H  -2.5530  -2.8435  -1.5265
H  -3.8235  -2.4225  -0.3800
H  -3.1118  -5.2460  -1.3583
H  -4.6239  -4.3816  -1.6004
H  -4.1942  -4.9627  0.0054



# 5
Density functional theory data (wB97M-V/def2-TZVPD) for 7 unconnected molecules or ions with the total composition C14H42O14.

As for the HOMO-LUMO gap: 9.7525 eV. The structure (SMILES) is OCCO.OCCO.OCCO.OCCO.OCCO.OCCO.OCCO. As for the lowest unoccupied orbital energy: 0.30 eV. As for the total charge: 0. For the HOMO energy, the calculation gives -9.5 eV.

CARTESIAN COORDINATES (ANGSTROEM)
C  0.5833  -0.7358  0.3726
C  0.7504  0.2254  -0.8289
O  -0.4702  0.8777  -0.9308
O  1.7820  -1.2062  0.7766
H  -0.1056  -1.5618  0.1958
H  0.0486  -0.3776  1.2524
H  0.9003  -0.4281  -1.6883
H  1.6333  0.8439  -0.6675
H  -0.1589  1.5933  -1.4900
H  1.7581  -2.1315  1.0312
C  -2.2943  -2.7841  -1.4392
C  -3.0964  -3.1798  -2.7228
O  -4.0489  -4.1969  -2.3606
O  -3.0595  -2.1751  -0.3421
H  -1.3526  -2.2605  -1.6041
H  -1.8187  -3.6644  -1.0067
H  -2.4050  -3.5327  -3.4880
H  -3.6302  -2.3015  -3.0856
H  -3.6898  -5.0819  -2.2637
H  -3.8806  -2.6720  -0.3626
C  -1.1162  -6.1617  1.7560
C  -0.3815  -4.8768  2.2753
O  -0.1862  -4.0179  1.2711
O  -2.4206  -5.7736  1.2314
H  -1.2072  -6.8116  2.6263
H  -0.4998  -6.6780  1.0201
H  0.6211  -5.0647  2.6594
H  -0.9506  -4.3356  3.0312
H  -1.0551  -3.7818  0.9381
H  -2.6014  -6.0776  0.3390
C  0.6236  -2.2451  5.4318
C  1.6588  -1.3119  4.5787
O  2.1577  -0.2035  5.3092
O  -0.1348  -1.4764  6.3826
H  1.3052  -2.8945  5.9811
H  -0.0346  -2.9089  4.8714
H  1.0425  -1.0259  3.7264
H  2.5321  -1.9258  4.3586
H  2.4640  0.4809  4.7096
H  0.3098  -0.6313  6.4817
C  -0.2932  3.0297  1.5586
C  -0.6961  4.1434  2.6585
O  -1.6259  5.0561  2.1171
O  -1.2546  1.9991  1.7349
H  0.5955  2.4320  1.7613
H  -0.3567  3.5888  0.6250
H  0.2051  4.5908  3.0777
H  -1.0019  3.6394  3.5753
H  -2.4798  4.8589  2.5092
H  -1.1566  1.5330  0.9014
C  3.9711  3.1167  -2.8549
C  4.2584  2.4613  -4.1956
O  3.7989  3.1767  -5.4009
O  2.6637  2.7515  -2.5640
H  4.1353  4.1774  -3.0447
H  4.5845  2.6996  -2.0562
H  3.9127  1.4299  -4.2659
H  5.3433  2.4179  -4.2919
H  2.9623  3.5857  -5.1675
H  2.4120  3.1103  -1.7098
C  -0.8034  4.1356  -2.4422
C  -1.5660  4.0718  -3.8005
O  -0.6903  3.6904  -4.7667
O  0.0181  2.9581  -2.2319
H  -1.4086  4.1732  -1.5365
H  -0.0203  4.8845  -2.3238
H  -1.9122  5.0825  -4.0168
H  -2.4962  3.5165  -3.6802
H  -1.2242  3.3271  -5.4770
H  0.5534  2.8340  -3.0190



What is the formula in the first record? C5H6N2O2



Look up the total charge of the second one. +2